Here is a 13-piece molecular cluster, C52H104O35 overall at a distorted geometry from OMol25. Energies are from ωB97M-V/def2-TZVPD.

Each atom is followed by the atoms it is bonded to, with distances in Å.
CARTESIAN COORDINATES (ANGSTROEM)
1 C 9.819 -0.810 0.291  C2 1.534, H8 1.090, H9 1.090, H10 1.090
2 C 10.822 0.136 -0.380  C1 1.534, O3 1.383, H11 1.090, H12 1.090
3 O 10.864 -0.004 -1.756  C2 1.383, C4 1.342
4 C 11.835 -0.681 -2.388  O3 1.342, O5 1.226, O6 1.325
5 O 12.755 -1.263 -1.824  C4 1.226
6 O 11.517 -0.709 -3.673  C4 1.325, C7 1.423
7 C 12.553 -1.191 -4.521  O6 1.423, H13 1.090, H14 1.090, H15 1.090
8 H 9.908 -0.888 1.374  C1 1.090
9 H 9.982 -1.825 -0.071  C1 1.090
10 H 8.838 -0.416 0.026  C1 1.090
11 H 11.789 -0.039 0.092  C2 1.090
12 H 10.651 1.186 -0.143  C2 1.090
13 H 12.478 -2.269 -4.664  C7 1.090
14 H 13.507 -0.855 -4.115  C7 1.090
15 H 12.550 -0.753 -5.519  C7 1.090
16 C -1.231 1.770 10.761  C17 1.480, H23 1.090, H24 1.090, H25 1.090
17 C -1.283 1.449 12.205  C16 1.480, O18 1.392, H26 1.090, H27 1.090
18 O -1.044 2.637 12.890  C17 1.392, C19 1.358
19 C -0.915 2.570 14.240  O18 1.358, O20 1.233, O21 1.343
20 O -1.179 1.592 14.944  C19 1.233
21 O -0.505 3.806 14.568  C19 1.343, C22 1.390
22 C -0.281 4.125 15.902  O21 1.390, H28 1.090, H29 1.090, H30 1.090
23 H -1.982 2.486 10.427  C16 1.090
24 H -1.256 0.867 10.150  C16 1.090
25 H -0.232 2.152 10.548  C16 1.090
26 H -0.507 0.712 12.414  C17 1.090
27 H -2.219 1.118 12.655  C17 1.090
28 H -1.138 4.057 16.572  C22 1.090
29 H 0.154 5.119 16.000  C22 1.090
30 H 0.394 3.420 16.387  C22 1.090
31 C -0.630 -5.059 -6.201  C32 1.629, H38 1.090, H39 1.090, H40 1.090
32 C -0.722 -5.311 -7.808  C31 1.629, O33 1.354, H41 1.090, H42 1.090
33 O 0.543 -5.461 -8.266  C32 1.354, C34 1.373
34 C 1.215 -6.657 -8.208  O33 1.373, O35 1.233, O36 1.282
35 O 0.773 -7.680 -7.679  C34 1.233
36 O 2.407 -6.495 -8.651  C34 1.282, C37 1.428
37 C 3.247 -7.650 -8.626  O36 1.428, H43 1.090, H44 1.090, H45 1.090
38 H -0.285 -5.936 -5.653  C31 1.090
39 H -1.551 -4.735 -5.715  C31 1.090
40 H -0.049 -4.166 -5.972  C31 1.090
41 H -1.124 -4.413 -8.277  C32 1.090
42 H -1.489 -6.055 -8.027  C32 1.090
43 H 3.070 -8.116 -7.657  C37 1.090
44 H 4.311 -7.426 -8.704  C37 1.090
45 H 2.942 -8.384 -9.373  C37 1.090
46 C 3.584 -9.700 -0.512  C47 1.509, H53 1.090, H54 1.090, H55 1.090
47 C 2.700 -8.692 0.181  C46 1.509, O48 1.380, H56 1.090, H57 1.090
48 O 3.003 -8.468 1.508  C47 1.380, C49 1.353
49 C 3.990 -7.612 1.859  O48 1.353, O50 1.250, O51 1.306
50 O 4.628 -6.811 1.142  C49 1.250
51 O 4.003 -7.679 3.164  C49 1.306, C52 1.426
52 C 4.693 -6.641 3.858  O51 1.426, H58 1.090, H59 1.090, H60 1.090
53 H 4.652 -9.489 -0.462  C46 1.090
54 H 3.228 -9.850 -1.531  C46 1.090
55 H 3.621 -10.604 0.095  C46 1.090
56 H 1.664 -8.993 0.033  C47 1.090
57 H 2.776 -7.754 -0.370  C47 1.090
58 H 4.870 -6.665 4.933  C52 1.090
59 H 4.175 -5.688 3.748  C52 1.090
60 H 5.749 -6.677 3.590  C52 1.090
61 C -8.058 7.741 -5.161  C62 1.578, H68 1.090, H69 1.090, H70 1.090
62 C -7.419 7.917 -3.729  C61 1.578, O63 1.422, H71 1.090, H72 1.090
63 O -7.078 6.666 -3.146  C62 1.422, C64 1.349
64 C -8.057 5.958 -2.546  O63 1.349, O65 1.228, O66 1.350
65 O -9.205 6.321 -2.307  C64 1.228
66 O -7.484 4.767 -2.274  C64 1.350, C67 1.428
67 C -8.300 3.630 -1.991  O66 1.428, H73 1.090, H74 1.090, H75 1.090
68 H -7.477 6.963 -5.657  C61 1.090
69 H -7.909 8.575 -5.847  C61 1.090
70 H -9.081 7.368 -5.222  C61 1.090
71 H -8.007 8.550 -3.064  C62 1.090
72 H -6.529 8.522 -3.899  C62 1.090
73 H -8.221 3.280 -0.961  C67 1.090
74 H -7.856 2.799 -2.538  C67 1.090
75 H -9.353 3.668 -2.270  C67 1.090
76 C -11.192 -0.641 -8.292  C77 1.522, H83 1.090, H84 1.090, H85 1.090
77 C -9.918 -0.995 -7.538  C76 1.522, O78 1.443, H86 1.090, H87 1.090
78 O -8.993 0.056 -7.885  C77 1.443, C79 1.331
79 C -7.779 0.160 -7.351  O78 1.331, O80 1.235, O81 1.345
80 O -7.230 -0.605 -6.551  C79 1.235
81 O -7.289 1.381 -7.629  C79 1.345, C82 1.460
82 C -5.975 1.724 -7.095  O81 1.460, H88 1.090, H89 1.090, H90 1.090
83 H -11.988 -1.385 -8.275  C76 1.090
84 H -10.992 -0.341 -9.321  C76 1.090
85 H -11.670 0.190 -7.774  C76 1.090
86 H -9.583 -1.982 -7.858  C77 1.090
87 H -10.025 -1.132 -6.462  C77 1.090
88 H -5.823 2.803 -7.059  C82 1.090
89 H -5.169 1.237 -7.643  C82 1.090
90 H -5.901 1.386 -6.061  C82 1.090
91 C 0.696 11.333 6.483  C92 1.481, H98 1.090, H99 1.090, H100 1.090
92 C -0.357 11.044 5.482  C91 1.481, O93 1.418, H101 1.090, H102 1.090
93 O -0.201 9.759 4.905  C92 1.418, C94 1.314
94 C 0.425 9.526 3.774  O93 1.314, O95 1.265, O96 1.303
95 O 0.965 10.398 3.034  C94 1.265
96 O 0.348 8.256 3.493  C94 1.303, C97 1.450
97 C 0.925 7.791 2.247  O96 1.450, H103 1.090, H104 1.090, H105 1.090
98 H 0.758 10.495 7.178  C91 1.090
99 H 0.399 12.237 7.014  C91 1.090
100 H 1.644 11.512 5.976  C91 1.090
101 H -0.473 11.855 4.763  C92 1.090
102 H -1.297 11.045 6.034  C92 1.090
103 H 1.832 8.344 2.001  C97 1.090
104 H 0.268 7.827 1.378  C97 1.090
105 H 1.223 6.747 2.336  C97 1.090
106 C -7.084 5.995 5.392  C107 1.520, H113 1.090, H114 1.090, H115 1.090
107 C -8.436 6.683 5.293  C106 1.520, O108 1.382, H116 1.090, H117 1.090
108 O -8.617 7.215 6.556  C107 1.382, C109 1.330
109 C -9.862 7.468 6.949  O108 1.330, O110 1.238, O111 1.320
110 O -10.916 7.127 6.396  C109 1.238
111 O -9.809 8.252 8.011  C109 1.320, C112 1.437
112 C -11.040 8.542 8.693  O111 1.437, H118 1.090, H119 1.090, H120 1.090
113 H -6.358 6.758 5.672  C106 1.090
114 H -6.822 5.607 4.408  C106 1.090
115 H -7.041 5.210 6.147  C106 1.090
116 H -9.234 5.994 5.016  C107 1.090
117 H -8.472 7.462 4.532  C107 1.090
118 H -10.772 8.699 9.738  C112 1.090
119 H -11.792 7.754 8.653  C112 1.090
120 H -11.467 9.400 8.175  C112 1.090
121 C 6.535 -0.377 -7.398  C122 1.555, H128 1.090, H129 1.090, H130 1.090
122 C 6.656 -0.482 -8.945  C121 1.555, O123 1.436, H131 1.090, H132 1.090
123 O 6.374 0.808 -9.512  C122 1.436, C124 1.383
124 C 7.422 1.581 -9.977  O123 1.383, O125 1.231, O126 1.322
125 O 8.588 1.190 -9.926  C124 1.231
126 O 6.930 2.743 -10.368  C124 1.322, C127 1.473
127 C 7.850 3.774 -10.880  O126 1.473, H133 1.090, H134 1.090, H135 1.090
128 H 5.500 -0.120 -7.172  C121 1.090
129 H 7.188 0.372 -6.949  C121 1.090
130 H 6.869 -1.290 -6.906  C121 1.090
131 H 5.998 -1.201 -9.434  C122 1.090
132 H 7.617 -0.893 -9.254  C122 1.090
133 H 8.308 3.482 -11.825  C127 1.090
134 H 8.647 4.065 -10.196  C127 1.090
135 H 7.383 4.699 -11.218  C127 1.090
136 C 3.855 4.949 -6.582  C137 1.563, H143 1.090, H144 1.090, H145 1.090
137 C 4.445 5.165 -5.151  C136 1.563, O138 1.433, H146 1.090, H147 1.090
138 O 5.876 5.103 -5.226  C137 1.433, C139 1.314
139 C 6.658 5.323 -4.193  O138 1.314, O140 1.232, O141 1.340
140 O 6.290 5.661 -3.067  C139 1.232
141 O 7.955 5.198 -4.506  C139 1.340, C142 1.405
142 C 8.472 4.744 -5.731  O141 1.405, H148 1.090, H149 1.090, H150 1.090
143 H 3.922 3.874 -6.748  C136 1.090
144 H 4.290 5.562 -7.372  C136 1.090
145 H 2.816 5.255 -6.464  C136 1.090
146 H 4.072 4.450 -4.418  C137 1.090
147 H 4.300 6.219 -4.912  C137 1.090
148 H 8.136 3.793 -6.145  C142 1.090
149 H 9.538 4.563 -5.596  C142 1.090
150 H 8.301 5.499 -6.498  C142 1.090
151 C -3.239 -12.884 -0.285  C152 1.561, H158 1.090, H159 1.090, H160 1.090
152 C -2.504 -12.677 1.076  C151 1.561, O153 1.403, H161 1.090, H162 1.090
153 O -2.655 -11.382 1.593  C152 1.403, C154 1.369
154 C -3.758 -11.067 2.341  O153 1.369, O155 1.207, O156 1.442
155 O -4.556 -11.866 2.766  C154 1.207
156 O -3.863 -9.634 2.462  C154 1.442, C157 1.424
157 C -2.941 -8.779 1.795  O156 1.424, H163 1.090, H164 1.090, H165 1.090
158 H -2.818 -12.221 -1.041  C151 1.090
159 H -4.219 -12.432 -0.435  C151 1.090
160 H -3.273 -13.906 -0.662  C151 1.090
161 H -1.425 -12.769 0.949  C152 1.090
162 H -2.843 -13.425 1.793  C152 1.090
163 H -2.089 -8.724 2.472  C157 1.090
164 H -3.456 -7.819 1.747  C157 1.090
165 H -2.627 -9.050 0.787  C157 1.090
166 C 1.110 -0.109 1.230  C167 1.482, C170 1.527, H171 1.090, H172 1.090
167 C -0.365 -0.248 1.278  C166 1.482, C168 1.572, H173 1.090, H174 1.090
168 C -0.763 0.196 -0.177  C167 1.572, O169 1.391, H175 1.090, H176 1.090
169 O 0.414 0.620 -0.786  C168 1.391, C170 1.430
170 C 1.462 -0.194 -0.253  C166 1.527, O169 1.430, H177 1.090, H178 1.090
171 H 1.583 -0.945 1.746  C166 1.090
172 H 1.640 0.779 1.572  C166 1.090
173 H -0.822 0.261 2.126  C167 1.090
174 H -0.669 -1.276 1.474  C167 1.090
175 H -1.458 1.034 -0.130  C168 1.090
176 H -1.257 -0.581 -0.761  C168 1.090
177 H 2.372 0.354 -0.500  C170 1.090
178 H 1.631 -1.201 -0.635  C170 1.090
179 C -0.614 -7.399 8.332  C180 1.557, C183 1.506, H184 1.090, H185 1.090
180 C 0.213 -7.534 9.644  C179 1.557, C181 1.475, H186 1.090, H187 1.090
181 C 0.632 -6.153 9.949  C180 1.475, O182 1.404, H188 1.090, H189 1.090
182 O -0.410 -5.391 9.398  C181 1.404, C183 1.430
183 C -0.861 -5.924 8.150  C179 1.506, O182 1.430, H190 1.090, H191 1.090
184 H -1.576 -7.908 8.371  C179 1.090
185 H -0.086 -7.771 7.453  C179 1.090
186 H 1.066 -8.177 9.430  C180 1.090
187 H -0.469 -7.880 10.421  C180 1.090
188 H 1.604 -5.925 9.511  C181 1.090
189 H 0.716 -5.972 11.020  C181 1.090
190 H -0.234 -5.498 7.367  C183 1.090
191 H -1.896 -5.778 7.843  C183 1.090

Calculated values
* charge: 0
* ΔE to the lowest compared entry with this formula, charge and spin: 927.9 kJ/mol
* highest occupied orbital energy: -9.7 eV
* orbital gap: 0.3654 Eh
* LUMO energy: 0.22 eV